1.
An isolated molecule of C22H35FN4O3S. Source: the Open Molecules 2025 dataset; level of theory: wB97M-V/def2-TZVPD.

```
! wB97M-V def2-TZVPD RIJCOSX def2/J DEFGRID3
* xyz 0 1
C -2.8576 -4.3257 2.2250
C -1.7580 -3.3808 1.7516
C -1.8078 -3.1529 0.2556
S -0.5332 -1.9469 -0.1880
O -0.5607 -1.7556 -1.6156
O -0.7208 -0.7793 0.6249
N 0.8774 -2.6937 0.3349
C 1.4263 -3.6735 -0.5838
C 2.1821 -3.0383 -1.7518
C 3.2187 -2.0420 -1.2411
C 2.5491 -1.0161 -0.3234
C 3.5833 -0.0265 0.2107
O 4.6974 -0.3702 0.5595
N 3.1538 1.2434 0.2477
C 4.0194 2.3463 0.6051
C 3.1990 3.5637 1.0187
C 2.2068 3.9853 -0.0718
N 1.0733 3.0696 -0.1332
C 0.4429 2.9920 -1.4395
C -0.6094 1.8818 -1.4419
N -1.6174 2.1740 -0.4445
C -2.8246 1.4900 -0.5197
C -3.0402 0.3971 -1.3655
C -4.2729 -0.2241 -1.4453
C -5.3442 0.2180 -0.6898
C -5.1686 1.3065 0.1475
C -3.9379 1.9224 0.2141
F -3.8369 3.0097 1.0266
C -1.0117 2.3047 0.8726
C 0.0519 3.3930 0.8492
C 1.8744 -1.7636 0.8316
H -3.8376 -3.9202 1.9858
H -2.7607 -5.2971 1.7454
H -2.7965 -4.4660 3.3007
H -1.8599 -2.4119 2.2425
H -0.7783 -3.7852 2.0118
H -2.7470 -2.7033 -0.0601
H -1.6226 -4.0558 -0.3184
H 0.5958 -4.2757 -0.9558
H 2.0959 -4.3180 -0.0045
H 2.6641 -3.8226 -2.3376
H 1.4626 -2.5208 -2.3877
H 3.6935 -1.5326 -2.0817
H 4.0013 -2.5524 -0.6755
H 1.7707 -0.4805 -0.8764
H 2.2023 1.5158 0.0067
H 4.6813 2.0230 1.4145
H 4.6525 2.6031 -0.2551
H 3.8809 4.3908 1.2204
H 2.6586 3.3398 1.9383
H 1.8709 5.0190 0.1101
H 2.7193 3.9691 -1.0373
H 1.2036 2.7647 -2.1911
H -0.0421 3.9461 -1.7090
H -1.0823 1.8506 -2.4254
H -0.1254 0.9136 -1.2475
H -2.2220 -0.0019 -1.9404
H -4.3910 -1.0711 -2.1056
H -6.3050 -0.2689 -0.7516
H -5.9792 1.6971 0.7431
H -1.7693 2.5659 1.6079
H -0.5544 1.3487 1.1620
H 0.5095 3.4628 1.8374
H -0.4209 4.3629 0.6155
H 1.3581 -1.0712 1.4966
H 2.6191 -2.3261 1.4016
*
```

Computed properties:
Total energy in eV: -49038.5176
SMILES: CCCS(=O)(=O)N1CCC[C@H](C(=O)NCCCN2CCN(c3ccccc3F)CC2)C1
Max |F| in Eh/bohr: 0.0204

2.
A cluster of 3 separate species, C5H15NO2 in total. Source: the Open Molecules 2025 dataset; level of theory: wB97M-V/def2-TZVPD.

```
! wB97M-V def2-TZVPD RIJCOSX def2/J DEFGRID3
* xyz 0 1
C 0.8164 0.8754 2.8896
C 1.8961 0.6301 1.8016
C 1.3924 -0.4890 0.8154
C 1.3842 -0.0214 -0.6095
C 0.7154 1.0854 -1.0044
N 0.5597 1.3924 -2.3352
H 0.8296 0.2759 3.8197
H -0.2347 0.7334 2.6077
H 0.9648 1.9075 3.2095
H 1.9116 1.6133 1.3271
H 2.9330 0.4243 2.1102
H 1.8991 -1.4388 0.8020
H 0.3545 -0.6942 1.1812
H 1.6944 -0.6092 -1.4859
H 0.2615 1.7284 -0.2689
H -0.1281 1.9947 -2.7545
H 0.9808 0.8290 -3.0534
O -3.2550 -2.9607 3.3694
H -3.3896 -3.3749 4.2294
H -4.0646 -2.4470 3.2755
O -1.9006 -0.0135 -4.8392
H -1.9249 -0.3421 -5.7422
H -2.2057 0.8851 -5.0089
*
```

Computed properties:
Total energy in eV: -11011.8394
SMILES: CCC/C=C/N.O.O
Max |F| in Eh/bohr: 0.0380

The records above give, respectively, relative energy (zero: lowest compared OMol25 entry of this formula, charge and spin) values of 0.0; 48.6 kcal/mol.
The records above give, respectively, lowest unoccupied orbital energy values of 0.6; 0.7 eV.